87
Properties=species:S:1:pos:R:3:forces:R:3 method="wB97M-V/def2-TZVPD" e_lumo_ev="-6.8111 / -8.4174" charge=+2 orbital_gap_ev="5.621 / 4.022" multiplicity=4 homo_energy_ev="-12.432 / -12.440"
C 6.53668 0.00460 1.08284 -0.3 0.8 -0.1
C 5.93703 1.22619 0.65277 3.2 -0.8 -0.2
C 6.78394 2.30642 0.32426 0.1 -0.2 0.1
C 8.17486 2.09873 0.38503 -0.8 -0.3 0.2
N 8.72616 0.95628 0.80480 -0.2 0.2 -0.2
C 7.92776 -0.05638 1.15038 -0.4 0.3 -0.2
C 4.56027 1.30665 0.50970 -2.2 1.5 -1.9
C 3.48930 1.64873 -0.27784 1.6 -3.3 0.4
C 2.23898 0.86056 -0.13408 -0.3 2.9 0.1
C 2.08620 -0.49124 0.16531 -0.3 -1.8 -1.0
C 0.80007 -0.99505 0.43818 0.8 0.1 -0.4
C -0.18315 -0.15723 0.98677 3.0 1.8 0.6
C 0.29799 1.14137 1.32044 -1.6 -0.6 -1.1
C 1.23613 1.73456 0.42547 0.1 -0.5 0.4
V 3.06490 1.84381 1.53110 -0.7 0.1 2.6
P -1.24530 -1.28890 -2.38649 0.2 -0.2 0.3
H 6.35400 3.28416 0.05461 0.4 -0.6 -0.1
H 5.91950 -0.85631 1.34745 0.2 0.2 -0.1
H 8.85162 2.87945 0.05048 0.0 0.0 0.2
H 8.40644 -0.97762 1.46544 0.0 0.1 0.0
H 1.02599 2.74042 0.01103 1.1 -1.0 0.9
H 2.90297 -1.19841 -0.03652 -0.5 0.3 0.0
H -0.16420 1.74062 2.09121 -0.5 -0.1 -0.5
H 0.58906 -2.04235 0.29277 0.1 -0.2 0.3
C -3.08340 -1.33516 -2.13667 0.5 0.0 0.2
C -3.95165 -0.73493 -3.22408 -0.4 -0.1 -0.1
H -3.23215 -0.81250 -1.17885 -0.2 -0.2 -0.3
H -3.33488 -2.39115 -1.96256 0.0 0.2 0.0
H -5.00124 -0.94089 -2.99867 0.0 0.1 -0.1
H -3.83497 0.34928 -3.28812 0.0 -0.1 0.0
H -3.73842 -1.16137 -4.20689 0.0 0.1 0.1
C -1.01878 0.08755 -3.57663 -0.2 0.1 -0.1
C 0.43503 0.24036 -4.02373 0.1 0.2 -0.1
H -1.34498 1.00785 -3.06135 0.0 -0.2 -0.2
H -1.68106 -0.07238 -4.43908 0.2 0.3 0.2
H 0.54584 1.16815 -4.60025 0.1 -0.3 0.0
H 1.11151 0.29310 -3.16028 -0.1 0.0 -0.1
H 0.76806 -0.59463 -4.65460 -0.1 0.2 0.2
C -0.88540 -2.76564 -3.43520 0.2 0.2 0.4
C -1.57643 -2.87995 -4.78273 0.1 -0.3 -0.2
H -1.11567 -3.63038 -2.79489 0.1 0.1 -0.2
H 0.20922 -2.75629 -3.55150 -0.2 -0.1 0.0
H -1.14477 -3.73913 -5.30748 -0.2 0.2 -0.1
H -2.65089 -3.05818 -4.67431 0.2 0.1 -0.1
H -1.42273 -1.99471 -5.40878 0.0 -0.2 0.1
Br -1.89404 -0.62547 1.27253 -1.3 -0.5 0.7
P -0.32044 4.47511 0.44993 -0.6 -0.1 0.4
C -0.76456 3.32363 -0.89267 -0.2 0.0 -0.6
C -1.97817 3.78065 -1.70276 -0.3 0.3 0.0
H -0.95587 2.33781 -0.46129 0.0 0.2 0.1
H 0.10285 3.20178 -1.55518 -0.1 0.2 0.1
H -2.02888 3.17758 -2.62374 -0.1 0.3 0.4
H -2.89589 3.61517 -1.11155 0.3 0.2 -0.4
H -1.87907 4.84618 -1.97067 -0.3 -0.5 0.0
C -1.04448 4.04515 2.07307 0.2 -0.5 -0.1
C -2.24318 4.92343 2.46062 0.1 -0.3 -0.2
H -0.21982 4.05736 2.80934 -0.4 0.1 -0.2
H -1.42477 3.00982 2.00738 0.3 0.5 -0.2
H -2.88636 4.28133 3.07454 0.0 0.6 -0.1
H -1.91347 5.79686 3.02137 -0.3 0.1 -0.1
H -2.77044 5.19985 1.53452 -0.1 0.1 0.6
C 1.32932 5.24584 0.51758 -0.1 -0.5 -0.3
C 1.11987 6.76417 0.35906 -0.3 -0.1 -0.1
H 1.91988 4.76684 -0.27711 0.0 0.4 0.0
H 1.81886 4.94404 1.45285 -0.3 0.3 0.0
H 2.04560 7.30226 0.55261 -0.1 0.0 0.0
H 0.76747 6.97889 -0.66183 0.2 0.0 0.4
H 0.33038 7.10047 1.05446 0.5 0.1 -0.2
O 0.11173 -3.31142 2.25939 -0.5 0.2 -0.1
C -1.03227 -3.71543 2.47762 -0.1 0.1 -0.1
C -1.93806 -4.26849 1.37329 0.5 0.4 0.3
C -2.01354 -5.78864 1.46988 -0.3 -0.5 -0.1
C -3.03645 -6.29155 2.50525 0.3 0.0 -0.1
C -2.72318 -5.87266 3.94620 -0.3 0.0 0.0
C -2.77233 -4.35578 4.16930 -0.3 -0.3 -0.1
N -1.56499 -3.68803 3.72512 0.8 1.0 0.4
H -2.93691 -3.80978 1.46749 0.2 -0.2 -0.1
H -1.49987 -3.96831 0.41040 -0.1 0.0 0.3
H -2.30346 -6.16870 0.48321 0.1 -0.1 0.2
H -1.01295 -6.19932 1.68761 -0.3 0.1 -0.1
H -4.04093 -5.91856 2.22758 0.3 -0.2 0.1
H -3.04307 -7.39047 2.46684 -0.2 0.3 -0.1
H -3.47142 -6.32903 4.60795 0.2 0.0 -0.1
H -1.73599 -6.25538 4.24952 -0.3 0.1 0.0
H -3.65529 -3.92969 3.65861 0.2 -0.1 0.2
H -2.88263 -4.15400 5.23798 0.1 0.1 -0.2
H -1.03264 -3.12158 4.40518 -0.4 -0.9 -0.6


86
Properties=species:S:1:pos:R:3:forces:R:3 method="wB97M-V/def2-TZVPD" e_lumo_ev="-4.2711 / -4.2698" charge=+1 orbital_gap_ev="5.327 / 5.329" multiplicity=1 homo_energy_ev="-9.599 / -9.599"
Sc 0.11668 -0.75586 -0.43881 4.1 1.4 2.8
C -0.18986 -1.08752 2.66032 1.5 0.2 0.0
C 0.14347 -2.23427 1.88310 0.3 0.7 -1.5
C 1.85889 -0.69672 1.65922 -0.7 -0.9 0.5
C 0.91925 -0.20377 2.61404 -0.2 -1.2 -0.2
C 1.36892 -1.95674 1.17797 -0.8 0.6 0.9
C -1.36062 -0.98757 3.57067 -0.3 0.1 0.2
H -2.24381 -1.48123 3.14500 0.1 0.0 0.1
H -1.65972 0.05024 3.77193 0.2 -0.3 0.0
H -1.13657 -1.47544 4.53188 -0.2 0.1 -0.2
C 1.23184 0.81285 3.64812 0.0 0.8 0.0
H 0.34311 1.08341 4.23994 0.3 -0.1 -0.2
H 1.62557 1.73849 3.19926 0.0 -0.4 0.3
H 1.99767 0.40260 4.33816 -0.4 0.3 -0.3
C 3.24977 -0.22185 1.45881 0.4 0.5 -0.2
H 3.92471 -0.66819 2.21181 -0.2 0.1 -0.3
H 3.33732 0.87141 1.52331 0.0 -0.5 0.2
H 3.62373 -0.50545 0.46301 0.1 0.1 0.3
C 2.04751 -2.88515 0.24020 0.5 -0.3 -0.2
H 2.23976 -3.86567 0.70549 0.1 0.2 -0.3
H 2.98941 -2.46754 -0.12495 0.1 -0.2 0.2
H 1.43042 -3.07872 -0.64868 0.4 -0.1 0.1
C -0.39759 -3.59499 2.07752 -0.4 -0.7 0.0
H 0.05100 -4.12125 2.94179 -0.1 0.4 -0.2
H -0.17082 -4.21220 1.20678 -0.1 -0.1 0.1
H -1.48189 -3.59365 2.24613 0.2 -0.1 -0.1
C -1.91291 -0.34167 -1.30711 -2.3 -1.0 1.0
C -2.04034 -1.10685 -0.15095 -2.6 1.3 -1.3
C -2.75999 -2.41765 -0.11458 -0.6 -0.4 0.3
C -1.98169 -3.61645 -0.76681 -0.6 -0.2 0.9
C -0.72897 -3.29295 -1.52278 -0.3 -0.9 -1.3
C -0.73806 -2.50994 -2.62898 -0.1 -1.4 -0.1
C -2.02733 -2.03846 -3.23489 -0.6 0.4 -0.2
C -2.59582 -0.74172 -2.60319 -0.1 0.7 -0.3
H -3.77456 -2.33228 -0.56304 0.7 0.1 -0.1
H -2.69877 -4.16853 -1.40014 0.4 0.2 -0.1
H -2.98220 -2.64875 0.94716 0.3 0.0 -0.6
H -3.69451 -0.82903 -2.43992 0.7 -0.1 0.1
H -1.53458 0.70156 -1.25310 -0.1 -0.7 0.2
H -1.88245 -0.63989 0.84591 0.4 0.0 -0.9
H -2.51960 0.09947 -3.31503 0.2 -0.4 0.3
H -1.90314 -1.90460 -4.31974 0.0 0.0 0.4
H 0.13183 -2.54629 -3.28912 -0.2 0.0 0.3
H -2.80305 -2.81821 -3.14186 0.5 0.1 0.1
H -1.72637 -4.30787 0.04350 -0.1 0.2 -0.3
H 0.07040 -4.05656 -1.45096 -0.2 1.0 0.4
P -2.88490 1.62878 0.85136 0.8 -0.5 0.3
C -2.33414 2.69184 2.20288 -0.3 0.6 0.1
H -3.17646 3.27619 2.60913 0.5 0.0 0.1
H -1.56002 3.35034 1.77010 -0.7 -0.3 0.3
H -1.84845 2.09411 2.99530 -0.3 0.3 -0.3
C -3.04835 2.74507 -0.58901 -0.2 0.2 0.1
H -3.83906 3.47902 -0.37596 0.2 0.0 -0.3
H -3.32689 2.14162 -1.46797 -0.1 0.3 0.2
H -2.08675 3.24373 -0.79449 -0.4 -0.2 0.2
C -4.61414 1.19155 1.19768 0.0 0.2 0.0
H -4.93772 0.52149 0.38776 -0.2 0.2 0.3
H -5.22528 2.09856 1.22887 -0.3 -0.3 0.1
H -4.65830 0.64983 2.15100 -0.1 0.1 -0.2
P 1.15362 -0.14868 -2.95276 0.8 0.6 -0.3
C 2.42085 -1.35753 -3.51919 -0.2 -0.2 0.0
H 2.43844 -1.37958 -4.61743 0.1 -0.1 0.3
H 2.18174 -2.35568 -3.12778 0.2 0.2 -0.3
H 3.40687 -1.06128 -3.13439 -0.3 -0.1 -0.1
C 0.19769 0.23143 -4.45881 -0.4 -0.2 -0.1
H -0.33689 -0.62858 -4.87993 0.1 0.3 0.1
H 0.93799 0.60232 -5.17956 -0.4 -0.2 0.0
H -0.51381 1.03790 -4.22926 0.2 -0.2 -0.1
C 2.15623 1.38960 -2.97047 -0.1 0.3 0.4
H 2.19359 1.83742 -3.98260 0.1 -0.3 0.5
H 3.16656 1.08444 -2.64656 -0.4 0.5 -0.1
H 1.70543 2.13032 -2.27618 0.4 -0.4 -0.5
Br 0.48365 4.28096 2.69220 1.1 0.2 0.1
C 2.11931 3.76849 1.84127 0.3 -0.6 -0.5
C 3.36300 4.22967 2.27952 0.0 0.1 -0.3
C 4.51210 3.96618 1.52109 0.0 -0.3 0.0
C 4.41858 3.17696 0.38263 0.0 0.0 -0.3
C 3.19791 2.64103 -0.00448 0.0 0.0 0.4
C 2.04723 2.89353 0.73228 -0.2 0.9 0.3
C 0.71995 2.48076 0.13998 -0.6 -0.3 -0.7
O 0.06720 3.35147 -0.42427 0.3 -1.0 0.4
O 0.38973 1.19227 0.18086 0.4 0.6 -1.1
H 3.44510 4.84225 3.16695 -0.1 0.0 0.0
H 5.49890 4.35682 1.78911 -0.5 0.0 0.2
H 5.28028 2.97673 -0.24999 0.0 0.1 0.3
H 3.13319 2.00010 -0.87525 0.1 0.2 0.3


Going through the records in order, we get energy values of -152254.108; -146350.719 eV.